DFT (ωB97M-V/def2-TZVPD) results for an isolated molecule of C16H20N2O3.

Output
Lowest unoccupied orbital energy ... 0.754 eV
Charge ... 0
SMILES string ... COc1ccc(OCC(=O)N/N=C/[C@@H]2CC=CCC2)cc1
Energy relative to the best compared isomer or geometry (same formula, charge and spin) ... 380.2 kJ/mol
HOMO energy ... -8.27 eV

XYZ file:
```
41
C16H20N2O3, DFT ωB97M-V/def2-TZVPD
O 1.289 0.037 0.163
O 6.613 -0.628 -1.146
O -1.369 2.072 1.347
N -1.239 -0.100 0.637
N -2.507 -0.584 0.723
C 3.102 -1.260 -0.566
C 5.322 -0.357 -0.799
C -5.850 0.493 0.715
C 4.427 -1.426 -0.892
C -3.467 0.074 1.220
C -4.840 -0.519 1.270
C -5.231 -0.403 -1.531
C 7.558 0.410 -1.073
C -0.744 1.127 0.915
C 2.629 -0.019 -0.136
C -5.501 0.833 -0.731
C -4.942 -1.828 0.487
C 3.512 1.044 -0.042
C -4.982 -1.582 -0.989
C 4.851 0.875 -0.372
C 0.755 1.255 0.619
H -5.848 -2.364 0.787
H -5.233 -0.281 -2.606
H -4.087 -2.461 0.725
H 3.184 2.017 0.286
H -4.610 1.470 -0.756
H 5.508 1.726 -0.286
H 7.301 1.237 -1.744
H -3.373 1.078 1.629
H -4.800 -2.445 -1.614
H 7.662 0.790 -0.052
H 2.409 -2.083 -0.636
H 0.872 2.050 -0.131
H 1.244 1.586 1.546
H -5.852 1.399 1.324
H -5.072 -0.704 2.327
H -6.848 0.051 0.757
H -6.315 1.400 -1.190
H 8.503 -0.028 -1.391
H -0.591 -0.778 0.252
H 4.801 -2.381 -1.224
```

List of Löwdin charges in e, atom by atom: -0.067 -0.088 0.066 0.064 0.093 0.002 -0.283 -0.165 0.004 -0.109 -0.304 -0.109 -0.093 -0.438 -0.262 -0.196 -0.173 -0.016 -0.106 -0.018 -0.105 0.117 0.097 0.104 0.106 0.113 0.104 0.095 0.123 0.099 0.095 0.119 0.144 0.144 0.113 0.143 0.120 0.110 0.093 0.142 0.120